Entry 1:
Computed, not measured: C26H42BrNOP2Sn as an isolated structure, with the ωB97M-V functional and the def2-TZVPD basis.

Values from the calculation:
Electronic energy = -125611.746 eV
Net charge = +2
LUMO energy (alpha / beta) = -0.306 / -0.348 Ha
ΔE to the lowest compared entry with this formula, charge and spin = 64.2 kcal/mol
E_HOMO (alpha / beta) = -13.87 / -13.51 eV
Gap between HOMO and LUMO (alpha / beta) = 5.5 / 4.0 eV
Multiplicity = 1
F_max = 3.99 eV/A

XYZ file:
```
74
C26H42BrNOP2Sn (the ωB97M-V functional and the def2-TZVPD basis)
C 3.02 4.78 -0.13
C 1.78 4.44 -0.69
C 1.70 3.95 -2.01
C 2.88 3.89 -2.75
N 4.05 4.28 -2.23
C 4.14 4.71 -0.96
C 0.60 4.23 0.08
C -0.33 3.90 0.80
C -1.35 3.05 1.39
C -1.09 2.36 2.61
C -2.12 1.48 3.12
C -3.05 1.16 2.16
C -3.46 1.90 1.10
C -2.60 2.96 0.74
Sn -1.81 -0.74 2.06
P 1.19 -0.43 0.71
H 0.81 3.44 -2.36
H 3.15 4.92 0.95
H 2.89 3.45 -3.77
H 5.16 4.94 -0.59
H -2.79 3.64 -0.13
H -0.17 2.54 3.17
H -4.38 1.73 0.54
H -2.17 1.25 4.19
C 2.01 -2.06 0.88
C 3.22 -2.44 0.04
H 1.21 -2.80 0.70
H 2.28 -2.14 1.95
H 3.51 -3.46 0.30
H 3.03 -2.44 -1.04
H 4.10 -1.81 0.22
C 1.41 0.10 -1.06
C 2.81 0.41 -1.58
H 0.80 1.01 -1.14
H 0.95 -0.68 -1.69
H 2.71 0.69 -2.64
H 3.28 1.26 -1.08
H 3.50 -0.44 -1.54
C 2.31 0.76 1.57
C 3.80 0.45 1.64
H 1.91 0.84 2.60
H 2.15 1.73 1.08
H 4.28 1.22 2.26
H 4.04 -0.52 2.09
H 4.30 0.49 0.66
Br -4.40 -1.15 2.36
P -2.14 -2.01 -0.89
C -0.95 -2.72 -2.08
C -1.26 -4.08 -2.69
H 0.00 -2.81 -1.52
H -0.79 -1.97 -2.87
H -0.41 -4.36 -3.33
H -1.37 -4.87 -1.94
H -2.15 -4.09 -3.33
C -3.25 -3.40 -0.43
C -4.62 -3.49 -1.09
H -3.38 -3.32 0.66
H -2.68 -4.31 -0.65
H -5.17 -4.27 -0.56
H -5.21 -2.57 -1.01
H -4.59 -3.80 -2.14
C -3.17 -0.77 -1.81
C -3.49 -1.12 -3.27
H -2.60 0.18 -1.78
H -4.08 -0.62 -1.20
H -4.09 -0.29 -3.68
H -2.59 -1.22 -3.89
H -4.10 -2.03 -3.37
C 0.54 -0.14 4.86
O -0.07 -1.14 4.02
H 1.49 0.19 4.43
H 0.68 -0.56 5.86
H -0.14 0.71 4.89
H 0.33 -1.99 4.20
```

Entry 2:
Computed, not measured: C26H42Cl3LuN4O4Si as an isolated structure, with the ωB97M-V functional and the def2-TZVPD basis.

Values from the calculation:
Electronic energy = -120868.156 eV
LUMO energy = -0.013 Ha
ΔE to the lowest compared entry with this formula, charge and spin = 33.4 kcal/mol
E_HOMO = -8.30 eV
Gap between HOMO and LUMO = 7.9 eV
Multiplicity = 1
F_max = 5.06 eV/A

XYZ file:
```
81
C26H42Cl3LuN4O4Si (the ωB97M-V functional and the def2-TZVPD basis)
C -0.79 -2.25 -3.50
C -1.67 -1.04 -3.54
H -1.29 -3.15 -3.83
H -0.41 -2.40 -2.50
H 0.08 -2.10 -4.15
C -2.86 -0.96 -4.14
C -3.58 -2.03 -4.89
H -3.37 0.00 -4.11
H -3.06 -2.98 -4.88
H -3.71 -1.74 -5.94
H -4.58 -2.18 -4.49
Lu 0.00 0.00 0.00
Cl 1.81 0.78 -1.22
Cl 0.74 -2.20 -0.06
H 2.98 1.34 4.54
H 4.99 0.17 3.35
C 2.38 0.48 4.23
C 4.28 -0.62 3.09
N 2.93 -0.10 3.02
H 1.37 0.80 4.03
C 2.22 -0.17 1.90
O 1.06 0.26 1.79
H 4.56 -1.03 2.12
H 2.73 -0.64 1.05
H 2.38 -0.25 5.04
H 4.35 -1.41 3.83
H -2.70 -2.70 -1.27
H -4.58 -1.05 -1.59
C -2.82 -2.62 -0.19
C -4.71 -1.07 -0.51
N -3.44 -1.35 0.13
H -1.84 -2.67 0.27
C -2.78 -0.40 0.78
O -1.64 -0.51 1.25
H -5.09 -0.11 -0.18
H -3.35 0.53 0.89
H -3.46 -3.43 0.16
H -5.44 -1.84 -0.25
O -1.23 -0.14 -1.40
C -1.08 0.13 -2.77
C -2.75 2.00 -2.42
C -1.68 1.47 -3.13
H -3.12 1.44 -1.57
C -3.32 3.21 -2.78
H -0.01 0.18 -3.02
C -1.17 2.20 -4.21
H -4.16 3.60 -2.22
C -2.82 3.92 -3.86
C -1.74 3.42 -4.57
H -0.33 1.81 -4.76
H -3.26 4.87 -4.15
H -1.33 3.97 -5.41
Si 2.73 -6.94 0.94
Cl 1.76 -7.84 -0.69
C 1.48 -6.79 2.32
C 3.33 -5.27 0.37
C 4.15 -8.05 1.42
H 0.63 -6.18 2.01
H 1.93 -6.33 3.20
H 1.10 -7.77 2.61
H 3.80 -9.04 1.71
H 4.70 -7.64 2.27
H 4.85 -8.18 0.60
H 2.50 -4.64 0.05
H 4.02 -5.36 -0.47
H 3.85 -4.75 1.18
N -0.85 7.37 0.43
C -1.18 6.34 1.25
O -1.64 6.61 2.36
C -0.99 4.91 0.87
C -0.51 4.51 -0.39
C -0.30 3.15 -0.66
N -0.54 2.21 0.29
C -1.02 2.57 1.51
C -1.25 3.91 1.82
H -0.98 8.34 0.75
H -0.43 7.23 -0.50
H -0.29 5.22 -1.17
H 0.10 2.87 -1.62
H -1.19 1.82 2.27
H -1.61 4.15 2.81
```

Entry 3:
Computed, not measured: a 9-piece molecular cluster, C26H42Cl4F4N5O8S2 overall, with the ωB97M-V functional and the def2-TZVPD basis.

Values from the calculation:
Electronic energy = -134107.496 eV
Net charge = -1
LUMO energy = 0.073 Ha
E_HOMO = -7.09 eV
Gap between HOMO and LUMO = 9.1 eV
Multiplicity = 1
F_max = 5.29 eV/A

XYZ file:
```
91
C26H42Cl4F4N5O8S2 (the ωB97M-V functional and the def2-TZVPD basis)
N -1.73 -0.53 -0.45
S -0.83 -0.01 0.73
O -1.44 0.48 1.92
O 0.40 0.61 0.38
F -0.36 -1.45 1.32
S -1.91 0.99 -1.18
O -0.86 1.33 -2.04
O -2.52 2.00 -0.41
F -3.05 0.59 -2.20
C -3.30 -3.73 -0.04
C -4.55 -2.88 -0.29
O -5.64 -3.44 -0.29
N -4.39 -1.54 -0.27
C -5.48 -0.59 -0.38
H -2.39 -3.13 -0.15
H -3.19 -4.49 -0.81
H -3.40 -4.11 0.96
H -3.42 -1.22 -0.13
H -5.51 -0.16 -1.37
H -5.27 0.13 0.41
H -6.41 -1.09 -0.13
C 3.04 -1.57 3.18
C 3.70 -2.62 2.33
O 4.11 -3.61 2.91
N 3.70 -2.52 0.98
C 2.81 -1.70 0.18
H 3.69 -0.73 3.44
H 2.59 -2.00 4.07
H 2.14 -1.10 2.75
H 4.26 -3.17 0.47
H 2.80 -2.25 -0.78
H 3.24 -0.77 -0.22
H 1.79 -1.61 0.51
C 6.23 0.94 -0.92
C 5.01 1.64 -0.37
O 4.26 2.25 -1.12
N 4.83 1.58 0.96
C 3.73 2.29 1.59
H 7.06 1.65 -0.87
H 6.06 0.76 -1.97
H 6.50 0.02 -0.41
H 5.57 1.27 1.57
H 3.77 2.27 2.68
H 2.80 1.77 1.37
H 3.67 3.34 1.31
C 3.78 5.15 -2.56
C 2.46 5.25 -1.84
O 1.79 6.26 -1.95
N 2.19 4.26 -0.98
C 1.00 4.43 -0.18
H 3.71 5.56 -3.57
H 4.18 4.14 -2.68
H 4.50 5.78 -2.03
H 2.84 3.48 -0.90
H 0.82 3.56 0.46
H 0.11 4.53 -0.78
H 1.10 5.29 0.49
C -1.93 -2.37 -3.07
Cl -0.33 -2.77 -2.49
Cl -2.78 -3.74 -3.83
H -2.51 -2.02 -2.23
H -1.89 -1.59 -3.82
C 1.88 0.14 -2.86
Cl 0.77 -0.29 -4.16
Cl 3.55 -0.36 -3.30
H 1.92 1.22 -2.80
H 1.56 -0.33 -1.94
F -0.37 -5.41 4.20
C 0.41 -5.51 3.11
C 0.52 -4.43 2.27
C 1.26 -4.58 1.12
C 2.03 -5.72 0.86
C 1.96 -6.75 1.78
C 1.13 -6.68 2.89
H -0.05 -3.54 2.49
H 1.27 -3.85 0.31
H 2.58 -5.82 -0.06
H 2.61 -7.62 1.69
H 0.94 -7.57 3.48
F -6.25 3.43 2.92
C -6.16 3.76 1.62
C -5.51 2.92 0.75
C -5.63 3.16 -0.61
C -6.37 4.23 -1.07
C -6.96 5.10 -0.18
C -6.90 4.83 1.19
H -4.79 2.21 1.13
H -5.15 2.52 -1.33
H -6.45 4.33 -2.15
H -7.55 5.97 -0.45
H -7.41 5.54 1.83
```

- What is the formula in the second record?
  C26H42Cl3LuN4O4Si

- Which formula does entry 2 have?
  C26H42Cl3LuN4O4Si

- electronic energy of number 2 (C26H42Cl3LuN4O4Si)?
  -120868.156 eV